No. 1
Entry from the Open Molecules 2025 dataset: C22H32FN3NiOSi2 as an isolated structure (ωB97M-V with the def2-TZVPD basis set).

As for the net charge: 0. As for the spin multiplicity: 1. The frontier orbital gap (alpha / beta) is 7.031 / 7.015 eV. The total energy comes out at -3284.2324 hartree. For the max |F|, the calculation gives 0.00941 Eh/bohr. The LUMO energy (alpha / beta) is 0.114 / 0.115 eV.

Cartesian coordinates (Å):
1 Ni -0.4033 -0.2605 -0.0013
2 Si -0.2250 -2.9013 -1.7129
3 Si 0.0390 -3.8387 3.3090
4 F 1.2721 1.2896 -0.7986
5 O -0.9442 0.9596 1.4989
6 N 0.3621 -1.2940 -1.3864
7 N -1.4999 1.0260 -1.5067
8 N -2.2577 2.6832 0.9394
9 C 4.0039 0.2490 -2.9338
10 C 3.6093 -1.0516 -3.2092
11 C -1.8584 0.3722 -2.6136
12 C 1.8115 -4.4147 3.4406
13 C 2.0210 0.4834 -1.6309
14 C -0.1591 -1.5931 1.2783
15 C -2.7723 2.3269 -3.6184
16 C -0.5681 -3.2890 4.9918
17 C 0.8016 -4.2503 -0.9268
18 C -1.9612 1.6240 1.7056
19 C -2.8983 1.2943 2.8315
20 C -2.4993 0.9753 -3.6846
21 C -0.0709 -2.4589 2.1308
22 C 3.1869 1.0193 -2.1183
23 C -1.0280 -5.2458 2.6909
24 C -1.4011 3.0591 -0.1761
25 C -2.4038 3.0163 -2.4744
26 C -1.7787 2.3355 -1.4424
27 C -1.9967 -3.0628 -1.1228
28 C 1.5554 -0.8176 -1.8823
29 C 2.4327 -1.5691 -2.6926
30 C -0.3139 -3.1925 -3.5810
31 H 2.1774 -4.7578 2.4706
32 H -2.0752 -2.9668 -0.0403
33 H -1.6050 -2.9509 4.9362
34 H -3.1213 3.1760 1.0921
35 H -3.2587 2.8390 -4.4384
36 H 1.8340 -4.2454 -1.2821
37 H 4.2316 -1.6870 -3.8268
38 H -2.5905 4.0780 -2.3798
39 H -3.1974 2.1859 3.3814
40 H -0.3768 2.8097 0.0945
41 H 0.3769 -5.2370 -1.1341
42 H 0.5548 -3.7147 -3.9846
43 H -3.7920 0.8204 2.4217
44 H -2.3464 -4.0608 -1.4050
45 H -1.1928 -3.8022 -3.8049
46 H 2.4578 -3.5992 3.7705
47 H -1.4732 4.1352 -0.3216
48 H -0.4102 -2.2528 -4.1324
49 H -2.4064 0.5866 3.4922
50 H 0.0362 -2.4607 5.3668
51 H 1.9091 -5.2385 4.1517
52 H 4.9273 0.6511 -3.3258
53 H -2.6733 -2.3405 -1.5884
54 H -1.0131 -6.0888 3.3862
55 H -0.6727 -5.5986 1.7201
56 H -1.5847 -0.6707 -2.6441
57 H -2.7599 0.3857 -4.5522
58 H 3.4437 2.0345 -1.8444
59 H 0.8128 -4.0923 0.1516
60 H 2.1801 -2.5964 -2.9143
61 H -2.0641 -4.9228 2.5689
62 H -0.5158 -4.1049 5.7166

No. 2
Entry from the Open Molecules 2025 dataset: an isolated ion of composition C7H12NO2 and charge +1 (ωB97M-V with the def2-TZVPD basis set).

As for the net charge: +1. As for the spin multiplicity: 1. The SMILES is C[C@H]1C[N+](C)=C[C@@H]1OC=O. For the energy above the lowest of the compared OMol25 structures with the same formula, charge and spin, the calculation gives 62.0 kcal/mol. The frontier orbital gap is 9.915 eV. The total energy comes out at -478.8336 hartree. For the max |F|, the calculation gives 0.07752 Eh/bohr. The LUMO energy is -4.842 eV.

Cartesian coordinates (Å):
1 O -0.2334 2.1449 0.7405
2 O -0.9231 1.9915 2.8894
3 N 0.1942 -0.2208 -1.5335
4 C 0.3817 -0.2066 0.8226
5 C 0.8392 -0.9448 -0.4408
6 C -0.6643 0.6348 -1.1213
7 C 0.4015 -0.8523 -2.8419
8 C -0.6314 0.8091 0.3573
9 C -0.0068 -1.3211 1.8719
10 C -0.5311 2.6699 1.9978
11 H 1.4075 -0.8843 -3.0579
12 H -0.2632 3.7084 1.7125
13 H 1.9474 -1.0149 -0.7693
14 H -0.5823 -0.7692 2.6536
15 H 0.8393 -1.9642 2.1902
16 H -1.2069 1.0785 -1.8311
17 H 0.5253 -1.9273 -0.6548
18 H 1.0315 0.4988 1.2655
19 H -0.1976 -1.7586 -2.9621
20 H -0.1277 -0.4328 -3.6889
21 H -1.5136 0.6666 1.0044
22 H -0.6863 -1.9056 1.3961

No. 3
Entry from the Open Molecules 2025 dataset: C38H50N4O5PReSi4Te as an isolated structure (ωB97M-V with the def2-TZVPD basis set).

As for the net charge: +1. As for the spin multiplicity: 2. For the energy above the lowest of the compared OMol25 structures with the same formula, charge and spin, the calculation gives 0.0 kcal/mol. As for the expectation value of S²: 0.766. The frontier orbital gap (alpha / beta) is 5.979 / 5.931 eV. The total energy comes out at -3918.8412 hartree. For the max |F|, the calculation gives 0.01134 Eh/bohr. The LUMO energy (alpha / beta) is -3.790 / -4.080 eV.

Cartesian coordinates (Å):
1 Re 0.3712 -0.2123 0.2560
2 Te 1.4306 -2.5277 -0.2631
3 P -0.7956 0.3446 2.2326
4 Si 2.2943 -4.2436 -3.4772
5 Si 1.0652 -6.1571 -0.2724
6 Si -1.5156 -4.5692 -2.7278
7 Si 0.6455 -4.4271 -1.8182
8 O -0.3099 1.0582 -1.1154
9 O 1.7935 -0.6631 1.7111
10 O -1.3337 -1.4360 -1.8406
11 O 3.6375 -0.0438 2.8360
12 O -0.1133 3.0539 -2.1264
13 N 2.5939 0.3086 -2.5014
14 N -1.4447 -1.0425 -0.4918
15 N 1.6922 1.4260 0.3646
16 N 3.5185 2.1138 -3.3682
17 C 0.3195 2.7931 3.0298
18 C 2.7151 1.4162 1.2114
19 C -1.7121 -3.4803 -4.2371
20 C 2.7079 -5.9270 0.5882
21 C -3.3063 0.2624 3.3673
22 C -5.3194 -0.6263 2.4024
23 C -0.7440 2.1548 2.3916
24 C 2.0598 -2.6372 -4.3982
25 C 0.2594 2.2558 -1.3172
26 C -1.5701 4.2980 1.6571
27 C 3.5638 2.5048 1.3047
28 C -0.2535 -0.4095 3.7806
29 C -0.2453 0.2822 4.9886
30 C -1.6844 2.9161 1.6984
31 C 0.0785 -1.7646 3.7551
32 C -2.5787 -0.0454 2.2221
33 C 0.4296 -1.7215 6.1308
34 C 2.0973 -5.6923 -4.6453
35 C 3.3160 3.6027 0.4973
36 C 2.4386 1.2946 -3.3507
37 C 3.8377 0.5016 -1.9420
38 C 4.4256 1.6149 -2.4628
39 C -2.6720 -1.0059 -0.1454
40 C -4.6136 -0.9319 1.2530
41 C -0.3107 -6.1476 0.9988
42 C -4.6600 -0.0212 3.4615
43 C 2.7774 0.1479 2.0153
44 C 1.0888 -7.7953 -1.1766
45 C -3.2472 -0.6530 1.1533
46 C 0.4123 -2.4166 4.9280
47 C 0.0997 -0.3760 6.1609
48 C -0.5193 4.9289 2.3082
49 C 3.9874 -4.2768 -2.6841
50 C 1.4423 2.4713 -0.4224
51 C 0.4251 4.1752 2.9928
52 C -2.8016 -4.2267 -1.4099
53 C 2.2364 3.5944 -0.3839
54 C -1.7374 -6.3353 -3.3070
55 H -2.8063 0.7273 4.2076
56 H 2.8931 -2.4754 -5.0881
57 H -0.8327 -0.7012 -2.2391
58 H -0.9499 -6.6345 -4.0022
59 H 3.6331 2.9264 -3.9483
60 H 2.7851 -4.9599 1.0863
61 H 1.0684 2.2170 3.5609
62 H -2.7458 -3.5172 -4.5934
63 H -6.3746 -0.8526 2.4689
64 H 0.0939 -2.3076 2.8170
65 H -0.4723 -5.1441 1.4028
66 H 4.3900 2.4577 2.0009
67 H -5.1980 0.2327 4.3652
68 H -3.3787 -1.2966 -0.9157
69 H -2.7827 -4.9913 -0.6322
70 H -1.2524 -6.4935 0.5675
71 H -0.4380 6.0078 2.2853
72 H -5.1200 -1.3953 0.4156
73 H 4.0662 -3.5682 -1.8560
74 H -1.4558 -2.4412 -4.0450
75 H 5.3864 2.0706 -2.2993
76 H 4.7454 -4.0095 -3.4256
77 H -1.7299 -7.0357 -2.4701
78 H 2.8254 -6.7053 1.3480
79 H 0.7057 -2.2299 7.0450
80 H 2.0261 -1.7921 -3.7050
81 H 0.1692 -7.9769 -1.7328
82 H 1.9227 -7.8486 -1.8800
83 H -0.5205 1.3282 5.0311
84 H 4.2309 -5.2687 -2.2982
85 H 2.8908 -5.6718 -5.3982
86 H 1.5771 1.4663 -3.9772
87 H 3.5438 -6.0128 -0.1085
88 H 4.2394 -0.1814 -1.2093
89 H 0.1061 0.1676 7.0962
90 H 1.1415 -5.6522 -5.1730
91 H -0.0627 -6.8090 1.8335
92 H -3.8020 -4.2241 -1.8538
93 H 3.9595 4.4710 0.5515
94 H 1.2118 -8.6129 -0.4600
95 H 1.2452 4.6629 3.5040
96 H 2.0013 4.4266 -1.0326
97 H -2.3038 4.8799 1.1154
98 H -2.5078 2.4357 1.1825
99 H -2.6957 -6.4489 -3.8215
100 H 1.1359 -2.6417 -4.9804
101 H -1.0745 -3.8384 -5.0487
102 H 2.1553 -6.6516 -4.1271
103 H -2.6324 -3.2640 -0.9312
104 H 0.6735 -3.4660 4.9016